# 1
Molecular formula: C2H3FSi
Method: DFT, the ωB97M-V functional and the def2-TZVPD basis

Geometry (Å):
C 0.18 -2.21 -0.59
C -0.49 -1.20 -0.55
F -2.96 0.02 -0.52
Si -1.34 0.45 -0.38
H 0.86 -2.96 -0.82
H 2.30 2.98 1.40
H 1.45 2.92 1.46

## Properties
Orbital gap in Ha: 0.3221
Energy above the lowest of the compared OMol25 structures with the same formula, charge and spin in eV: 1.925
Molar mass in g/mol: 74.13
Total charge: 0

---

# 2
Molecular formula: C2H3GaO2
Method: DFT, the ωB97M-V functional and the def2-TZVPD basis

Geometry (Å):
C 0.73 0.99 -0.22
C -0.20 1.14 0.74
O -1.12 0.20 0.96
O 0.69 -0.24 -0.90
H -0.28 2.10 1.26
H 1.42 -0.34 -1.52
Ga -0.95 -1.23 -0.24
H 1.70 1.50 -0.16

## Properties
Orbital gap (spin up / spin down) in Ha: 0.2814 / 0.2858
Energy above the lowest of the compared OMol25 structures with the same formula, charge and spin in eV: 0.000
Molar mass in g/mol: 128.77
Total charge: +2

---

# 3
Molecular formula: C2H3HgMgO2
Method: DFT, the ωB97M-V functional and the def2-TZVPD basis

Geometry (Å):
H 3.85 0.45 -0.73
O -1.52 0.78 -0.56
C -1.48 -0.42 -0.18
C -0.30 -0.83 0.51
O 0.59 0.09 0.75
Hg -0.88 2.35 0.75
Mg 1.96 0.60 -0.56
H -2.26 -1.15 -0.41
H 0.04 -1.87 0.44

## Properties
Orbital gap (spin up / spin down) in Ha: 0.3023 / 0.2364
Energy above the lowest of the compared OMol25 structures with the same formula, charge and spin in eV: 0.578
Spin multiplicity: 3
Molar mass in g/mol: 283.94
Total charge: +1

---

# 4
Molecular formula: C2H3I2NO2
Method: DFT, the ωB97M-V functional and the def2-TZVPD basis

Geometry (Å):
C 0.85 1.15 -0.86
C 0.70 0.08 -0.16
I 1.38 -1.93 -0.67
N 0.14 0.00 1.16
O -0.40 1.00 1.52
O 0.05 -1.06 1.72
H 1.17 1.20 -1.88
H 0.78 2.06 -0.41
I -2.99 -0.80 -0.31
H -1.68 -1.69 -0.12

## Properties
Orbital gap in Ha: 0.3274
Energy above the lowest of the compared OMol25 structures with the same formula, charge and spin in eV: 3.610
Molar mass in g/mol: 326.86
Total charge: 0

---

# 5
Molecular formula: C2H3I2NS
Method: DFT, the ωB97M-V functional and the def2-TZVPD basis

Geometry (Å):
C 2.48 0.14 0.54
C -2.07 0.22 -0.57
N -1.17 -0.35 0.05
S 2.86 -0.91 -0.55
I 2.81 2.19 0.29
I -1.52 -2.56 0.60
H 1.61 0.39 1.42
H -2.10 1.24 -0.71
H -2.90 -0.35 -1.06

## Properties
Orbital gap in Ha: 0.2802
Energy above the lowest of the compared OMol25 structures with the same formula, charge and spin in eV: 2.607
Molar mass in g/mol: 326.93
Total charge: 0

---

# 6
Molecular formula: C2H3I2P
Method: DFT, the ωB97M-V functional and the def2-TZVPD basis

Geometry (Å):
C -0.51 0.02 -0.08
C 0.42 -0.05 0.86
P 0.00 -0.40 2.58
I -0.30 1.75 3.68
I 2.23 -1.01 3.35
H -0.27 0.24 -1.11
H -1.66 -0.19 -0.10
H 1.44 0.04 0.44

## Properties
Orbital gap in Ha: 0.3110
Energy above the lowest of the compared OMol25 structures with the same formula, charge and spin in eV: 0.000
Molar mass in g/mol: 311.83
Total charge: 0